ORCA calculation (ωB97M-V/def2-TZVPD) on C33H46CaOP2Si as an isolated structure in a non-equilibrium geometry.

Structure (XYZ):
```
84
C33H46CaOP2Si | OMol25 | ωB97M-V/def2-TZVPD
P 0.140 -2.696 -1.098
P -0.268 1.959 -1.271
C -0.346 -1.098 -2.033
C 0.307 0.311 -2.179
H -1.450 -1.057 -2.040
H -0.102 -1.496 -3.028
H 1.423 0.220 -2.206
H 0.101 0.567 -3.214
C -1.788 2.323 -2.235
H -2.381 3.055 -1.694
H -2.420 1.454 -2.426
H -1.510 2.777 -3.195
C 0.817 3.204 -2.085
H 0.278 3.637 -2.959
H 1.797 2.873 -2.435
H 0.982 4.036 -1.381
C -0.936 -3.988 -1.927
H -1.173 -4.863 -1.286
H -0.333 -4.404 -2.781
H -1.862 -3.604 -2.397
C 1.641 -3.170 -2.026
H 2.290 -2.335 -2.317
H 1.277 -3.615 -2.972
H 2.237 -3.954 -1.510
Ca 1.161 -0.047 0.101
C 0.758 1.042 -5.322
C -0.589 1.128 -5.275
C -1.487 0.347 -6.169
C -1.121 -1.150 -6.328
C -0.229 -1.735 -5.270
C 1.118 -1.784 -5.286
C 1.907 -1.048 -6.316
C 1.545 0.472 -6.450
C 0.132 -2.404 0.725
H 1.384 1.559 -4.585
H -1.069 1.949 -4.734
H -1.492 0.799 -7.171
H -2.502 0.399 -5.773
H -2.068 -1.699 -6.210
H -0.769 -1.344 -7.349
H -0.828 -2.317 -4.560
H 1.663 -2.569 -4.744
H 1.773 -1.504 -7.300
H 2.962 -1.101 -6.066
H 2.510 1.004 -6.452
H 1.093 0.651 -7.433
H 1.001 -2.010 1.381
H 0.191 -3.488 0.958
H -0.813 -2.018 1.181
O 0.237 0.559 1.879
Si -0.028 0.701 3.467
C 1.125 -0.475 4.397
C 2.496 -0.346 4.224
C 3.374 -1.202 4.903
C 2.898 -2.180 5.792
C 1.507 -2.309 5.939
C 0.630 -1.481 5.223
C 0.279 2.436 4.136
C 1.487 3.098 3.878
C 1.816 4.271 4.562
C 0.944 4.818 5.514
C -0.312 4.233 5.696
C -0.649 3.056 5.004
C -1.758 0.255 4.028
C -2.018 0.230 5.412
C -3.304 -0.016 5.904
C -4.352 -0.279 5.009
C -4.081 -0.300 3.640
C -2.791 -0.040 3.144
H 2.884 0.459 3.595
H 4.451 -1.069 4.787
H 3.590 -2.815 6.373
H 1.098 -3.033 6.646
H -0.446 -1.601 5.346
H 2.153 2.665 3.127
H 2.794 4.713 4.395
H 1.216 5.721 6.057
H -1.011 4.633 6.426
H -1.648 2.613 5.148
H -1.217 0.425 6.142
H -3.498 -0.014 6.980
H -5.378 -0.447 5.368
H -4.873 -0.517 2.917
H -2.566 -0.026 2.086
```

## Properties
**Max |F|**: 0.0871 Eh/bohr
**2S+1**: 1
**Energy relative to the best compared isomer or geometry (same formula, charge and spin)**: 168.3 kcal per mole

***

ORCA calculation (ωB97M-V/def2-TZVPD) on one molecule with the formula C3H11N5 in a non-equilibrium geometry.

Structure (XYZ):
```
19
C3H11N5 | OMol25 | ωB97M-V/def2-TZVPD
C 0.640 -0.251 -2.171
N -0.287 0.534 -1.369
N -0.817 -0.258 -0.323
N -2.131 -0.592 -0.720
N -0.914 0.503 0.881
C -0.460 -0.394 1.952
C 0.431 0.740 1.571
N 1.712 0.520 0.946
H 0.131 -1.089 -2.659
H 1.069 0.380 -2.955
H 1.464 -0.657 -1.574
H 0.119 1.390 -1.005
H -2.600 -1.090 0.030
H -2.085 -1.215 -1.520
H -1.015 -0.300 2.876
H -0.115 -1.397 1.711
H 0.394 1.622 2.206
H 2.058 1.370 0.510
H 2.405 0.184 1.611
```

## Properties
**Max |F|**: 0.0391 Eh/bohr
**2S+1**: 1
**Energy relative to the best compared isomer or geometry (same formula, charge and spin)**: 103.2 kcal per mole
**Structure (SMILES)**: CNN(N)N1C[C@H]1N

***

ORCA calculation (ωB97M-V/def2-TZVPD) on a 8-piece molecular cluster, C27H36BF4O11 overall in a non-equilibrium geometry.

Structure (XYZ):
```
79
C27H36BF4O11 | OMol25 | ωB97M-V/def2-TZVPD
B 3.235 21.970 19.218
F 2.372 21.585 20.275
F 2.674 22.102 17.989
F 3.479 23.292 19.582
F 4.391 21.292 19.097
C 2.582 25.349 21.975
O 3.262 24.203 22.275
H 2.442 25.513 20.795
H 2.890 26.286 22.454
H 1.688 25.320 22.516
H 3.257 23.596 21.582
C 7.807 20.461 19.461
O 7.089 21.249 18.551
H 8.385 21.087 20.271
H 8.622 20.002 18.718
H 7.252 19.710 19.935
H 6.106 21.367 18.890
C 6.140 23.646 16.509
O 6.894 22.603 15.776
H 5.310 23.974 15.763
H 7.067 24.296 16.686
H 5.761 23.241 17.476
H 6.809 22.699 14.716
C 5.212 17.581 14.684
C 5.158 16.742 15.793
C 4.884 17.208 17.114
C 4.682 18.621 17.281
C 4.801 19.539 16.110
C 5.216 19.030 14.916
O 5.294 19.832 13.825
O 4.582 16.425 18.177
H 5.034 16.974 13.809
H 5.168 15.672 15.491
H 4.290 18.855 18.372
H 4.564 20.474 16.307
H 5.713 19.324 13.217
H 4.168 16.979 18.744
C 1.159 17.568 18.191
C 1.115 18.634 19.018
C 0.189 18.653 20.071
C -0.566 17.495 20.414
C -0.374 16.346 19.737
C 0.367 16.412 18.468
O 0.367 15.465 17.535
O 0.283 19.709 20.919
H 1.676 17.673 17.235
H 1.703 19.381 18.577
H -1.411 17.542 21.293
H -0.953 15.491 19.963
H -0.274 14.878 17.399
H 0.547 20.434 20.648
C -0.910 20.847 15.118
C -1.179 20.848 13.721
C -0.510 21.854 12.956
C 0.424 22.830 13.569
C 0.639 22.715 14.884
C -0.086 21.739 15.691
O 0.128 21.646 17.012
O -0.918 22.096 11.609
H -1.221 20.131 15.816
H -1.786 20.117 13.229
H 0.851 23.759 12.968
H 1.526 23.280 15.313
H 0.967 21.986 17.205
H -0.697 22.994 11.344
C 7.985 27.383 19.306
C 6.650 27.051 18.985
C 5.955 25.880 19.396
C 6.713 25.029 20.268
C 8.013 25.272 20.636
C 8.712 26.434 20.167
O 9.975 26.721 20.591
O 4.785 25.522 18.872
H 8.414 28.428 19.038
H 6.071 27.750 18.621
H 6.217 24.262 20.426
H 8.603 24.332 21.066
H 10.596 26.152 21.003
H 4.443 24.913 19.554
```

## Properties
**Max |F|**: 0.2656 Eh/bohr
**Net charge**: -1
**2S+1**: 1
**Energy relative to the best compared isomer or geometry (same formula, charge and spin)**: 14.2 kcal per mole

***

ORCA calculation (ωB97M-V/def2-TZVPD) on C3H3Br3N2O as an isolated structure in a non-equilibrium geometry.

Structure (XYZ):
```
12
C3H3Br3N2O | OMol25 | ωB97M-V/def2-TZVPD
C 0.098 0.789 -0.702
C -0.113 0.084 0.626
C 2.346 2.641 1.104
N -0.267 2.102 -0.508
N -0.606 2.328 0.679
O -0.706 1.115 1.414
Br 2.887 2.038 2.867
Br 2.725 1.484 -0.285
Br 2.458 4.487 0.802
H 0.185 0.435 -1.735
H -0.885 -0.779 0.772
H 0.720 -0.242 1.100
```

## Properties
**Max |F|**: 0.0873 Eh/bohr
**2S+1**: 1
**Energy relative to the best compared isomer or geometry (same formula, charge and spin)**: 20.6 kcal per mole